Model i:
Computed, not measured: C2H4FPS as an isolated structure, with ωB97M-V with the def2-TZVPD basis set.

Positions of all 9 atoms, in Å:
C 2.049 3.020 0.680
C -2.075 -0.031 1.031
F 2.693 3.736 1.537
P 2.016 2.431 -0.819
S -0.914 1.195 0.279
H -1.436 -0.742 1.555
H -2.545 -0.569 0.195
H -2.873 0.416 1.700
H 0.701 1.306 -0.485

For the LUMO energy (alpha / beta), the calculation gives -1.9 / -1.9 eV. Its multiplicity is 1. The gap between HOMO and LUMO (alpha / beta) comes out at 6.27 / 6.27 eV. The net charge is 0. The HOMO energy (alpha / beta) comes out at -8.22 / -8.22 eV.

=====

Model ii:
Computed, not measured: the molecule C2H4FPS, with ωB97M-V with the def2-TZVPD basis set.

Positions of all 9 atoms, in Å:
C -1.455 -0.268 -0.176
C 0.046 0.115 -0.015
P 0.709 -0.138 1.447
S 2.691 0.473 1.007
F 2.687 0.529 -0.643
H -1.362 -1.076 -0.935
H -2.010 0.663 -0.550
H -1.908 -0.461 0.863
H 0.601 0.163 -0.997

For the LUMO energy, the calculation gives -0.1 eV. As for the structure (SMILES): C/C=P/SF. Its multiplicity is 1. The gap between HOMO and LUMO comes out at 8.68 eV. The net charge is 0. The HOMO energy comes out at -8.76 eV.

=====

Most stable pick: model ii. Distance to second place: 0.1399 hartree.

=====

Model i:
Computed, not measured: the molecule C3H5N3, with ωB97M-V with the def2-TZVPD basis set.

Positions of all 11 atoms, in Å:
N 1.948 -0.134 0.074
C 0.628 -0.139 -0.011
C -0.178 0.953 -0.072
N -1.458 0.433 0.112
C -1.322 -0.891 -0.011
N -0.076 -1.331 -0.042
H 2.443 0.670 0.098
H 2.319 -1.056 -0.115
H 0.073 2.016 -0.039
H -2.249 1.137 -0.170
H -2.127 -1.656 0.176

For the LUMO energy, the calculation gives 1.0 eV. As for the structure (SMILES): Nc1c[nH]cn1. Its multiplicity is 1. The gap between HOMO and LUMO comes out at 8.41 eV. The net charge is 0. The HOMO energy comes out at -7.41 eV.

=====

Model ii:
Computed, not measured: the molecule C3H5N3, with ωB97M-V with the def2-TZVPD basis set.

Positions of all 11 atoms, in Å:
N -1.045 1.561 -0.793
C -0.296 0.444 -0.428
C -0.514 -0.112 0.867
N 0.265 -1.313 0.797
C 1.038 -1.160 -0.303
N 0.648 -0.136 -1.046
H -0.940 2.482 -0.264
H -0.423 1.772 -1.573
H -1.174 0.248 1.579
H 0.702 -1.770 1.744
H 1.739 -2.015 -0.581

For the LUMO energy, the calculation gives 0.9 eV. As for the structure (SMILES): Nc1c[nH]cn1. Its multiplicity is 1. The gap between HOMO and LUMO comes out at 8.75 eV. The net charge is 0. The HOMO energy comes out at -7.87 eV.

=====

Most stable pick: model i. Distance to second place: 0.0291 hartree.

=====

Model i:
Computed, not measured: a 2-piece molecular cluster, C4H11NO overall, with ωB97M-V with the def2-TZVPD basis set.

Positions of all 17 atoms, in Å:
C -0.161 -1.286 -1.919
C -0.824 -0.099 -1.368
O -0.439 1.065 -1.510
H 0.720 -0.832 -2.480
H 0.302 -1.813 -1.117
H -0.750 -1.906 -2.583
H -1.627 -0.404 -0.722
C 1.108 -0.833 1.854
N 0.329 0.031 0.948
C -0.279 1.325 1.532
H 0.479 -1.096 2.669
H 1.957 -0.327 2.328
H 1.505 -1.791 1.412
H 0.636 0.066 -0.017
H -0.006 1.118 2.535
H 0.251 2.230 1.283
H -1.325 1.382 1.538

For the LUMO energy, the calculation gives 0.9 eV. As for the structure (SMILES): CC=O.CNC. Its multiplicity is 1. The gap between HOMO and LUMO comes out at 9.45 eV. The net charge is 0. The HOMO energy comes out at -8.50 eV.

=====

Model ii:
Computed, not measured: a 2-piece molecular cluster, C4H11NO overall, with ωB97M-V with the def2-TZVPD basis set.

Positions of all 17 atoms, in Å:
C -1.572 0.679 -0.199
C -0.852 -0.420 0.539
C 1.114 0.064 1.937
N -0.185 0.095 1.749
H -2.244 1.219 0.495
H -0.842 1.342 -0.654
H -2.174 0.230 -1.023
H -1.475 -1.275 0.826
H 0.016 -0.782 -0.123
H 1.549 0.634 2.775
H 1.658 -0.577 1.260
H -0.771 0.688 2.312
C 1.156 -0.384 -2.006
O 1.392 -0.296 -0.623
H 1.425 -1.381 -2.434
H 0.059 -0.216 -2.232
H 1.746 0.380 -2.599

For the LUMO energy, the calculation gives -0.4 eV. Its multiplicity is 1. The gap between HOMO and LUMO comes out at 6.45 eV. The net charge is 0. The HOMO energy comes out at -6.89 eV.

=====

Most stable pick: model i. Distance to second place: 0.0641 hartree.

=====

Model i:
Computed, not measured: the molecule C4H11NO, with ωB97M-V with the def2-TZVPD basis set.

Positions of all 17 atoms, in Å:
C 2.307 0.375 0.246
N 1.488 -0.719 -0.343
C 0.166 -0.193 -0.794
C -0.853 0.099 0.317
C -2.236 0.192 -0.359
O -0.678 -1.002 1.199
H 3.367 0.060 0.141
H 2.289 1.295 -0.335
H 2.133 0.576 1.328
H 1.302 -1.248 0.504
H -0.144 -1.049 -1.432
H 0.422 0.639 -1.472
H -0.699 1.036 0.864
H -3.084 0.221 0.309
H -2.317 -0.484 -1.217
H -2.250 1.122 -0.936
H -1.213 -0.919 1.980

For the LUMO energy, the calculation gives 0.8 eV. As for the structure (SMILES): CNC[C@@H](C)O. Its multiplicity is 1. The gap between HOMO and LUMO comes out at 9.72 eV. The net charge is 0. The HOMO energy comes out at -8.89 eV.

=====

Model ii:
Computed, not measured: a 2-piece molecular cluster, C4H11NO overall, with ωB97M-V with the def2-TZVPD basis set.

Positions of all 17 atoms, in Å:
C 2.501 0.609 0.483
C 1.516 0.043 1.256
N 0.413 0.694 1.880
H 3.468 0.193 0.077
H 2.381 1.696 0.322
H 1.482 -1.065 1.384
H 0.502 1.692 2.008
H 0.134 0.118 2.727
C -0.888 -0.085 -1.748
C -1.760 -0.984 -0.953
O -1.842 -0.632 0.471
H -0.934 -0.548 -2.761
H -1.201 0.965 -1.957
H 0.135 -0.119 -1.229
H -1.415 -2.038 -0.966
H -2.752 -0.856 -1.461
H -1.739 0.317 0.467

For the LUMO energy, the calculation gives 1.0 eV. As for the structure (SMILES): C=CN.CCO. Its multiplicity is 1. The gap between HOMO and LUMO comes out at 9.37 eV. The net charge is 0. The HOMO energy comes out at -8.35 eV.

=====

Most stable pick: model i. Distance to second place: 0.0278 hartree.